No. 1
Entry from the Open Molecules 2025 dataset: a cluster of 2 separate species, C4H8O2 in total in a non-equilibrium geometry (ωB97M-V/def2-TZVPD).

Values from the calculation:
* HOMO-LUMO gap: 10.566 eV
* HOMO: -9.8 eV
* calculated total energy: -8372.184 eV
* LUMO: 0.74 eV
* charge: 0
* SMILES string: CC(=O)O.C=C

Each line ends with the Mulliken charge.
Atoms and positions in Å:
C -0.1200 -0.0340 -2.6636  -0.919
C -0.9211 -0.6040 -1.5466  0.696
O -0.4884 -0.8471 -0.4522  -0.566
O -2.2039 -0.8426 -1.8817  -0.447
H -0.5580 -0.2636 -3.6356  0.307
H 0.9108 -0.3698 -2.6781  0.305
H -0.0963 1.0554 -2.6038  0.250
H -2.5928 -1.2237 -1.0973  0.344
C 0.5123 0.8129 2.4135  -0.249
C 1.4912 0.2356 3.0965  -0.540
H 0.1943 1.8215 2.6453  0.225
H 0.1011 0.3389 1.5317  0.109
H 1.8882 0.6668 4.0088  0.242
H 1.8825 -0.7464 2.8632  0.243



No. 2
Entry from the Open Molecules 2025 dataset: the ion C2H4NO2 with charge +1 in a non-equilibrium geometry (ωB97M-V/def2-TZVPD).

Values from the calculation:
* HOMO-LUMO gap: 10.635 eV
* HOMO: -17.2 eV
* calculated total energy: -7712.323 eV
* LUMO: -6.59 eV
* charge: +1

Each line ends with the Mulliken charge.
Atoms and positions in Å:
C 0.0906 -0.0704 -0.0201  0.428
C -1.0489 -0.8615 -0.3718  -0.984
N 1.6904 1.4314 0.6967  0.408
O 1.9588 2.4997 0.4922  -0.037
O 0.1283 1.1729 0.2758  -0.231
H 1.0393 -0.7189 -0.1168  0.365
H -1.0094 -1.6212 -1.0850  0.394
H -1.8956 -0.3061 -0.4021  0.330
H -0.9535 -1.5258 0.5311  0.327